Computed, not measured: C18H20CuF8IO3P as an isolated structure, with ωB97M-V/def2-TZVPD.

Cartesian coordinates (Å):
C  5.083  -2.283  0.978
P  5.404  -0.774  0.081
C  6.675  0.215  0.851
C  3.962  0.149  -0.338
C  3.962  1.497  -0.378
C  2.778  2.253  -0.848
O  2.959  3.403  -1.176
C  1.475  1.547  -0.952
C  0.201  2.343  -1.068
C  0.178  3.720  -0.401
C  0.268  3.631  1.117
I  -1.542  2.873  1.985
C  1.485  0.189  -0.973
C  0.296  -0.667  -1.325
C  -0.328  -1.434  -0.154
O  -1.654  -1.824  -0.555
C  -2.637  -1.700  0.440
C  -3.934  -2.336  -0.073
F  -4.576  -2.983  0.918
F  -3.608  -3.362  -1.006
C  -4.932  -1.468  -0.879
F  -5.967  -2.254  -1.210
F  -4.270  -1.096  -1.989
C  -5.503  -0.188  -0.194
F  -6.547  0.192  -0.938
F  -4.554  0.756  -0.241
C  -6.006  -0.359  1.250
F  -4.922  -0.557  2.055
F  -6.615  0.775  1.620
C  2.740  -0.581  -0.786
O  2.801  -1.779  -1.001
H  4.875  -2.047  2.023
H  5.987  -2.894  0.941
H  4.270  -2.828  0.512
H  7.635  -0.268  0.666
H  6.721  1.205  0.403
H  6.512  0.292  1.926
H  4.824  2.103  -0.131
H  -0.575  1.755  -0.578
H  -0.061  2.442  -2.124
H  0.964  4.378  -0.757
H  -0.765  4.192  -0.676
H  1.064  2.971  1.451
H  0.386  4.616  1.553
H  0.650  -1.398  -2.052
H  -0.485  -0.095  -1.813
H  0.241  -2.347  0.029
H  -0.355  -0.830  0.754
H  -2.362  -2.242  1.355
H  -2.817  -0.664  0.721
H  -6.698  -1.198  1.346
Cu  -2.684  -5.042  -0.360

Properties
Total charge   +2
Kohn-Sham gap (spin up / spin down)   0.21422 / 0.18733 Ha
Spin multiplicity   2

Computed, not measured: C18H20FI2N3O3Pd as an isolated structure, with ωB97M-V/def2-TZVPD.

Cartesian coordinates (Å):
Pd  1.155  -4.527  3.105
F  -3.085  0.445  1.170
C  -1.837  0.214  0.723
C  -1.152  -0.842  1.239
C  0.168  -1.090  0.843
C  0.905  -2.212  1.397
O  0.284  -2.959  2.228
C  2.219  -2.399  0.936
C  2.721  -1.526  -0.003
N  2.066  -0.473  -0.492
C  2.707  0.373  -1.488
C  4.143  0.739  -1.305
C  3.081  1.777  -1.110
C  0.758  -0.233  -0.094
C  0.021  0.826  -0.635
C  -1.279  1.079  -0.239
N  -1.983  2.159  -0.807
C  -1.359  3.473  -0.864
C  -1.614  4.072  -2.250
N  -2.919  3.514  -2.767
C  -3.915  3.369  -1.654
C  -3.439  2.254  -0.712
C  3.199  -3.470  1.376
O  4.248  -3.575  0.787
O  2.909  -4.173  2.436
H  -1.625  -1.476  1.976
H  3.725  -1.700  -0.368
H  2.353  0.180  -2.493
H  4.755  0.776  -2.194
H  4.653  0.386  -0.419
H  2.965  2.549  -1.858
H  2.881  2.082  -0.092
H  0.472  1.448  -1.394
H  -0.289  3.401  -0.692
H  -1.763  4.126  -0.082
H  -0.846  3.797  -2.970
H  -1.706  5.156  -2.221
H  -2.743  2.591  -3.167
H  -3.288  4.106  -3.512
H  -4.890  3.146  -2.080
H  -3.966  4.338  -1.161
H  -3.876  1.301  -1.007
H  -3.797  2.490  0.293
I  -1.082  -5.329  4.340
C  -0.311  -7.311  4.441
I  1.530  -7.330  3.391
H  -1.016  -7.985  3.970
H  -0.138  -7.556  5.482

Properties
Total charge   +2
Energy relative to the best compared isomer or geometry (same formula, charge and spin)   0.0 kcal/mol
Kohn-Sham gap   0.28212 Ha

Computed, not measured: a 2-piece molecular cluster, C18H20FN2 overall, with ωB97M-V/def2-TZVPD.

Cartesian coordinates (Å):
F  -0.814  -0.282  -0.989
N  -3.008  -2.056  -0.093
C  -2.569  -3.309  -0.086
C  -3.394  -4.403  0.326
C  -4.765  -4.075  0.688
C  -5.223  -2.674  0.609
C  -4.245  -1.745  0.173
H  -1.548  -3.525  -0.327
H  -3.037  -5.490  0.359
H  -5.484  -4.877  1.000
H  -6.297  -2.410  0.871
H  -4.542  -0.700  0.138
C  1.223  1.926  3.173
C  -0.236  1.460  3.054
C  -0.473  1.210  1.586
N  0.832  1.245  0.937
C  0.980  0.998  -0.345
C  -0.159  0.878  -1.249
C  0.402  0.934  -2.665
C  1.909  0.939  -2.475
C  2.225  0.954  -1.111
C  3.595  0.774  -0.690
C  4.613  0.725  -1.649
C  4.290  0.834  -3.023
C  2.936  0.913  -3.453
C  1.842  1.791  1.784
H  1.293  2.940  3.525
H  1.759  1.343  3.903
H  -0.411  0.587  3.653
H  -0.917  2.194  3.436
H  -1.026  0.284  1.420
H  -1.098  2.025  1.152
H  -1.102  1.443  -1.150
H  0.100  0.135  -3.361
H  0.159  1.892  -3.205
H  3.818  0.660  0.382
H  5.659  0.648  -1.291
H  5.122  0.826  -3.737
H  2.728  1.013  -4.519
H  2.120  2.779  1.390
H  2.743  1.194  1.857

Properties
Total charge   +1
Energy relative to the best compared isomer or geometry (same formula, charge and spin)   63.4 kcal/mol
Kohn-Sham gap   0.25474 Ha

Computed, not measured: C18H20FeN3OSb as an isolated structure, with ωB97M-V/def2-TZVPD.

Cartesian coordinates (Å):
Fe  -0.511  -0.291  -0.221
C  -1.861  1.462  -2.526
C  -1.155  2.314  -1.544
C  -0.894  3.685  -1.835
C  0.137  4.377  -1.160
C  0.644  3.794  -0.001
C  0.284  2.478  0.245
N  -0.574  1.768  -0.502
Sb  1.675  1.508  1.465
C  2.256  0.065  -0.084
C  3.578  -0.163  -0.335
C  3.872  -1.128  -1.335
C  2.943  -1.907  -1.981
C  1.610  -1.494  -1.726
C  0.382  -2.024  -2.387
N  1.345  -0.592  -0.775
C  0.270  0.207  2.445
C  0.310  0.194  3.847
C  -0.570  -0.680  4.539
C  -1.266  -1.601  3.818
C  -1.196  -1.718  2.370
C  -1.698  -2.955  1.637
N  -0.533  -0.672  1.719
H  -1.341  1.542  -3.439
H  -1.862  0.403  -2.222
H  -2.907  1.800  -2.684
H  -1.303  4.222  -2.712
H  0.530  5.308  -1.521
H  1.383  4.246  0.648
H  4.382  0.356  0.200
H  4.908  -1.275  -1.544
H  3.193  -2.705  -2.659
H  0.586  -2.190  -3.497
H  -0.020  -2.978  -2.038
H  -0.413  -1.314  -2.390
H  0.892  0.913  4.424
H  -0.625  -0.758  5.624
H  -1.841  -2.402  4.304
H  -1.312  -3.848  2.185
H  -2.765  -3.057  1.492
H  -1.166  -3.025  0.657
O  -2.733  -0.604  -0.163
H  -3.340  -0.447  -0.918
H  -3.293  -0.810  0.579

Properties
Total charge   +3
Kohn-Sham gap (spin up / spin down)   0.34264 / 0.22350 Ha
Spin multiplicity   6

Computed, not measured: one molecule with the formula C18H20N2O4, with ωB97M-V/def2-TZVPD.

Cartesian coordinates (Å):
C  -3.312  -2.516  -0.037
C  -2.174  -1.715  0.604
C  -2.145  -0.329  0.043
C  -1.259  0.164  -0.898
C  -0.014  -0.282  -1.538
O  0.340  0.207  -2.601
N  0.706  -1.237  -0.896
C  1.993  -1.678  -1.398
C  3.129  -1.022  -0.655
C  3.891  -1.735  0.256
C  4.924  -1.139  0.977
C  5.150  0.197  0.754
C  4.380  0.924  -0.157
C  3.367  0.340  -0.872
O  4.815  2.222  -0.181
C  5.890  2.289  0.730
O  6.086  1.021  1.319
N  -1.730  1.383  -1.321
C  -2.875  1.694  -0.698
C  -3.590  2.965  -0.964
C  -3.172  0.655  0.187
C  -4.322  0.716  1.089
C  -4.233  -0.029  2.404
O  -5.300  1.392  0.832
H  -3.368  -3.511  0.398
H  -3.137  -2.615  -1.106
H  -4.267  -2.016  0.102
H  -2.299  -1.696  1.687
H  -1.239  -2.232  0.385
H  0.509  -1.426  0.073
H  2.018  -1.396  -2.454
H  2.052  -2.766  -1.309
H  3.690  -2.785  0.409
H  5.520  -1.696  1.679
H  2.777  0.899  -1.579
H  6.807  2.594  0.198
H  5.664  3.029  1.514
H  -1.255  1.918  -2.033
H  -4.279  3.182  -0.153
H  -2.885  3.786  -1.087
H  -4.178  2.876  -1.878
H  -4.463  -1.081  2.255
H  -3.240  0.063  2.835
H  -4.972  0.386  3.087

Properties
Energy relative to the best compared isomer or geometry (same formula, charge and spin)   26.0 kcal/mol
Kohn-Sham gap   0.32607 Ha
SMILES   CCc1c(C(=O)NCc2ccc3c(c2)OCO3)[nH]c(C)c1C(C)=O

Computed, not measured: one molecule with the formula C18H20N2O5S, with ωB97M-V/def2-TZVPD.

Cartesian coordinates (Å):
C  1.730  -1.272  0.806
C  0.792  -1.462  -0.382
C  -0.493  -0.622  -0.365
O  -1.221  -0.615  -1.344
N  -0.794  0.024  0.770
C  -1.881  0.992  0.790
C  -2.052  1.540  2.177
C  -3.172  1.242  2.935
C  -3.336  1.731  4.230
C  -2.330  2.519  4.732
C  -1.194  2.820  3.976
C  -1.033  2.346  2.699
O  -0.358  3.616  4.711
C  -1.004  3.817  5.950
O  -2.232  3.121  5.958
N  1.519  -1.160  -1.605
C  1.533  -2.049  -2.693
C  0.466  -2.896  -2.978
C  0.538  -3.760  -4.057
C  1.658  -3.776  -4.870
C  2.711  -2.916  -4.601
C  2.656  -2.059  -3.518
S  1.668  0.464  -1.995
C  0.536  0.745  -3.375
O  3.002  0.712  -2.451
O  1.227  1.212  -0.849
H  2.044  -0.233  0.872
H  2.617  -1.883  0.651
H  1.252  -1.586  1.732
H  0.487  -2.514  -0.429
H  -0.062  0.183  1.444
H  -1.649  1.803  0.086
H  -2.785  0.488  0.442
H  -3.945  0.618  2.514
H  -4.210  1.502  4.816
H  -0.161  2.593  2.115
H  -0.363  3.444  6.765
H  -1.189  4.893  6.099
H  -0.429  -2.860  -2.376
H  -0.294  -4.415  -4.269
H  1.708  -4.450  -5.712
H  3.586  -2.918  -5.234
H  3.466  -1.383  -3.300
H  -0.442  0.392  -3.070
H  0.911  0.201  -4.231
H  0.528  1.810  -3.563

Properties
Energy relative to the best compared isomer or geometry (same formula, charge and spin)   26.3 kcal/mol
Kohn-Sham gap   0.33181 Ha
SMILES   C[C@@H](C(=O)NCc1ccc2c(c1)OCO2)N(c1ccccc1)S(C)(=O)=O

Computed, not measured: C18H20N2O5S as an isolated structure, with ωB97M-V/def2-TZVPD.

Cartesian coordinates (Å):
C  1.247  2.051  -3.952
H  0.733  1.395  -4.618
O  0.514  1.808  -2.577
C  0.599  0.688  -2.062
C  0.876  0.799  -0.816
C  1.161  -0.380  -0.111
C  0.911  -1.523  -0.745
C  0.278  -1.817  -1.953
C  0.174  -0.635  -2.738
O  -0.256  -0.433  -3.946
C  -0.965  -1.667  -4.510
H  -0.552  -2.533  -4.843
H  -2.040  -1.625  -3.831
H  -1.430  -1.101  -5.361
O  -0.049  -2.966  -2.575
C  0.221  -4.057  -1.896
H  -0.219  -4.728  -2.515
H  1.179  -4.268  -1.511
H  -0.605  -4.181  -0.839
H  1.006  -2.584  -0.058
C  1.424  -0.439  1.319
N  2.195  0.597  1.807
O  2.244  0.396  3.284
C  1.601  -0.682  3.603
H  1.807  -1.435  4.505
C  1.270  -1.513  2.453
H  0.217  -1.800  2.255
H  2.076  -2.426  2.342
C  0.083  -0.258  4.017
O  -0.790  -1.099  4.367
N  -0.248  0.893  4.180
H  0.398  1.580  3.838
C  -1.549  1.539  4.060
C  -1.844  2.159  2.572
C  -1.833  3.399  2.136
C  -1.766  3.293  0.867
C  -2.026  2.170  0.198
S  -1.548  1.031  1.292
H  -1.848  1.980  -0.889
H  -1.768  4.277  0.164
H  -1.690  4.348  2.897
H  -1.452  2.373  4.614
H  -2.257  0.774  4.152
H  1.330  1.766  -0.446
H  2.210  1.694  -3.982
H  0.978  3.136  -4.149

Properties
Energy relative to the best compared isomer or geometry (same formula, charge and spin)   352.2 kcal/mol
Kohn-Sham gap   0.29364 Ha

Computed, not measured: one molecule with the formula C18H20N2O6S, with ωB97M-V/def2-TZVPD.

Cartesian coordinates (Å):
C  0.768  2.762  -1.035
C  0.055  2.503  0.287
O  -0.726  1.322  0.245
C  -2.007  1.347  -0.189
C  -2.659  2.445  -0.737
C  -3.969  2.340  -1.173
C  -4.649  1.142  -1.070
C  -4.018  0.044  -0.510
C  -2.712  0.134  -0.062
N  -2.069  -0.998  0.479
C  -1.516  -0.996  1.815
C  -0.085  -0.435  1.934
O  0.206  0.365  2.798
N  0.755  -0.993  1.037
C  2.076  -0.651  0.748
C  2.805  0.253  1.512
C  4.116  0.586  1.184
C  4.669  -0.018  0.082
C  3.943  -0.934  -0.682
C  2.649  -1.267  -0.376
O  4.724  -1.386  -1.714
C  5.968  -0.736  -1.570
O  5.925  0.126  -0.454
S  -2.063  -2.409  -0.376
C  -3.320  -3.463  0.413
O  -2.452  -2.140  -1.722
O  -0.791  -3.047  -0.152
H  1.395  1.909  -1.283
H  1.393  3.646  -0.947
H  0.052  2.911  -1.840
H  -0.558  3.361  0.585
H  0.787  2.311  1.077
H  -2.143  3.385  -0.852
H  -4.452  3.203  -1.605
H  -5.666  1.058  -1.421
H  -4.536  -0.899  -0.434
H  -2.159  -0.414  2.482
H  -1.493  -2.034  2.156
H  0.355  -1.708  0.431
H  2.343  0.699  2.377
H  4.680  1.287  1.776
H  2.090  -1.973  -0.967
H  6.762  -1.488  -1.425
H  6.186  -0.153  -2.479
H  -4.080  -2.838  0.861
H  -2.829  -4.075  1.159
H  -3.747  -4.085  -0.363

Properties
Energy relative to the best compared isomer or geometry (same formula, charge and spin)   52.9 kcal/mol
Kohn-Sham gap   0.29842 Ha
SMILES   CCOc1ccccc1N(CC(=O)Nc1ccc2c(c1)OCO2)S(C)(=O)=O

Computed, not measured: one molecule with the formula C18H20N4O3S2, with ωB97M-V/def2-TZVPD.

Cartesian coordinates (Å):
C  6.889  4.135  -0.567
C  6.405  2.909  -0.623
C  7.238  1.668  -0.495
N  6.801  0.835  0.612
C  5.778  -0.023  0.451
N  5.298  -0.406  -0.684
N  4.343  -1.322  -0.587
C  4.057  -1.654  0.618
S  2.857  -2.821  1.068
C  1.863  -2.782  -0.481
C  0.988  -4.010  -0.640
C  -0.437  -3.490  -0.596
O  -1.443  -4.137  -0.693
N  -0.381  -2.116  -0.437
C  -1.539  -1.294  -0.349
C  -1.612  -0.118  -1.088
C  -2.731  0.678  -0.994
C  -3.801  0.314  -0.172
O  -4.853  1.168  -0.159
C  -5.971  0.873  0.655
C  -6.984  2.000  0.479
C  -8.227  1.769  1.327
C  -3.720  -0.868  0.559
C  -2.591  -1.663  0.472
C  0.903  -1.608  -0.373
O  1.194  -0.454  -0.224
S  5.016  -0.822  1.843
H  6.258  5.002  -0.663
H  7.943  4.324  -0.439
H  5.347  2.729  -0.755
H  7.141  1.061  -1.399
H  8.289  1.920  -0.333
H  6.927  1.218  1.537
H  2.589  -2.620  -1.279
H  1.155  -4.531  -1.584
H  1.130  -4.734  0.164
H  -0.792  0.173  -1.724
H  -2.807  1.596  -1.555
H  -6.417  -0.085  0.354
H  -5.666  0.803  1.709
H  -7.254  2.062  -0.576
H  -6.508  2.941  0.757
H  -8.934  2.582  1.187
H  -7.967  1.719  2.382
H  -8.714  0.838  1.049
H  -4.526  -1.182  1.203
H  -2.536  -2.577  1.042

Properties
Energy relative to the best compared isomer or geometry (same formula, charge and spin)   48.9 kcal/mol
Kohn-Sham gap   0.31786 Ha
SMILES   C=CCNc1nnc(S[C@H]2CC(=O)N(c3ccc(OCCC)cc3)C2=O)s1

Computed, not measured: one molecule with the formula C18H20N4O4, with ωB97M-V/def2-TZVPD.

Cartesian coordinates (Å):
C  4.669  -2.917  -5.238
O  4.075  -4.149  -4.617
C  3.235  -4.091  -3.750
C  2.818  -5.246  -3.405
C  2.068  -5.424  -2.279
C  1.617  -4.257  -1.741
C  1.669  -3.117  -2.290
O  1.133  -2.193  -1.565
C  1.393  -0.861  -2.182
C  0.585  0.411  -1.479
C  -0.423  0.057  -0.406
C  -0.818  1.437  -0.172
C  -1.760  1.805  0.799
O  -2.861  0.901  1.082
N  -1.821  2.950  1.441
C  -0.966  3.997  1.234
C  -3.321  3.158  2.153
C  -2.796  3.216  3.706
N  -2.059  4.259  4.241
C  -2.035  3.489  5.674
C  -2.350  2.340  5.636
N  -2.938  2.142  4.442
C  -3.754  0.797  4.047
N  0.242  2.280  -0.659
O  1.011  1.724  -1.473
C  2.643  -3.047  -3.315
H  5.027  -2.208  -4.484
H  3.769  -2.536  -5.863
H  5.285  -3.080  -6.021
H  3.450  -6.188  -3.745
H  1.776  -6.450  -1.899
H  0.916  -4.480  -0.833
H  2.619  -0.642  -1.924
H  1.326  -0.489  -3.082
H  -0.902  -0.830  -0.164
H  -1.036  4.657  0.649
H  0.064  3.527  1.118
H  -0.689  4.422  2.389
H  -4.046  2.640  1.848
H  -3.144  4.357  2.152
H  -1.498  4.028  6.503
H  -2.526  1.677  6.392
H  -3.447  0.056  4.554
H  -3.443  0.619  3.028
H  -4.730  1.097  4.004
H  2.974  -1.967  -3.642

Properties
Energy relative to the best compared isomer or geometry (same formula, charge and spin)   476.7 kcal/mol
Kohn-Sham gap   0.30739 Ha
SMILES   COc1cccc(OCc2cc(C(=O)N(C)Cc3nccn3C)no2)c1